60
Properties=species:S:1:pos:R:3:forces:R:3 method="wB97M-V/def2-TZVPD" smiles="CC(C)(C)CC(C)(C)NC(=S)N1CCN(Cc2ccc3c(c2)OCO3)CC1" total_energy_ev=-41713.02181 e_homo_ev=-7.743 lumo_energy_ev=0.58 multiplicity=1
C 2.52123 1.79529 2.02346 0.164 0.089 0.001
C 4.00224 2.14412 1.86817 0.055 0.057 0.023
C 4.63241 2.34810 3.24996 -0.135 -0.037 -0.170
C 4.09663 3.47855 1.11343 -0.031 -0.212 0.103
C 4.77560 1.11605 1.01388 -0.177 0.014 0.085
C 4.60029 -0.40528 1.20552 0.591 0.171 -0.214
C 4.89936 -0.87341 2.63088 -0.148 0.025 -0.210
C 5.58101 -1.11370 0.25813 -0.058 0.103 0.045
N 3.23908 -0.85058 0.90908 -0.609 -0.500 0.234
C 2.54773 -0.78398 -0.24504 0.054 -0.156 -0.033
S 3.11367 0.01838 -1.58986 0.247 0.461 -0.648
N 1.35032 -1.43072 -0.30380 0.026 -0.050 0.193
C 0.37934 -1.09119 -1.32702 -0.367 0.304 -0.334
C -0.71200 -0.19580 -0.71992 0.208 -0.064 -0.183
N -1.36275 -0.78393 0.43805 -0.130 0.018 0.182
C -2.36518 -1.78271 0.10605 0.006 0.006 0.043
C -3.53138 -1.14208 -0.60154 -0.034 -0.193 -0.164
C -4.04827 -1.68766 -1.76452 0.155 -0.020 0.190
C -5.13513 -1.11894 -2.42709 -0.342 0.335 -0.032
C -5.67270 0.01848 -1.87983 0.301 0.062 0.401
C -5.15288 0.57882 -0.71044 -0.090 -0.340 -0.407
C -4.08894 0.01794 -0.05303 -0.291 0.216 -0.086
O -5.87098 1.70010 -0.38793 0.385 -0.217 0.232
C -6.85418 1.83300 -1.39129 -0.867 0.928 -0.070
O -6.72761 0.77542 -2.31716 0.194 -0.404 -0.193
C -0.37706 -1.21062 1.40769 0.150 -0.181 0.036
C 0.69944 -2.12288 0.78951 -0.173 0.088 0.401
H 1.99382 2.62559 2.49009 -0.063 0.104 0.080
H 2.37963 0.91694 2.64896 -0.072 -0.095 0.071
H 2.07322 1.61284 1.04987 -0.130 -0.048 -0.119
H 4.16112 3.19355 3.74794 -0.044 0.097 0.097
H 5.69481 2.56211 3.15645 0.158 0.038 0.018
H 4.51299 1.47991 3.88969 0.013 -0.103 0.113
H 3.61156 4.27316 1.67655 -0.050 0.111 0.080
H 5.13641 3.75629 0.95668 0.151 0.066 -0.040
H 3.61293 3.40288 0.14257 -0.050 -0.005 -0.148
H 5.84064 1.32688 1.12696 0.127 0.007 -0.004
H 4.51905 1.30924 -0.02851 0.146 -0.005 0.089
H 4.13544 -0.54178 3.32974 -0.069 0.064 0.126
H 4.94598 -1.96150 2.66470 0.001 -0.107 0.000
H 5.85863 -0.48233 2.95598 0.082 0.052 0.048
H 5.43541 -2.19128 0.30494 -0.010 -0.114 0.041
H 6.60481 -0.88703 0.54104 0.159 0.035 0.096
H 5.42073 -0.78935 -0.76526 0.052 -0.010 -0.017
H 2.78993 -1.30892 1.68446 -0.024 0.057 -0.070
H 0.88851 -0.56884 -2.13664 -0.135 -0.172 0.101
H -0.05187 -2.01656 -1.72082 0.025 -0.015 0.007
H -1.47023 0.03068 -1.47003 0.034 0.070 -0.023
H -0.25129 0.74326 -0.39668 0.039 0.021 -0.109
H -1.97653 -2.60812 -0.51152 -0.081 -0.015 0.047
H -2.71981 -2.21227 1.04938 0.091 -0.063 -0.045
H -3.60357 -2.58154 -2.17591 0.094 -0.095 -0.021
H -5.53504 -1.54797 -3.33009 -0.057 -0.055 -0.135
H -3.68063 0.45182 0.84314 0.080 0.094 0.146
H -7.85576 1.80329 -0.93271 0.257 -0.070 -0.077
H -6.72315 2.79584 -1.91135 0.049 -0.253 0.103
H -0.87923 -1.72226 2.23158 0.005 0.019 0.023
H 0.10687 -0.30900 1.79973 0.072 -0.069 0.071
H 1.40584 -2.46481 1.54628 -0.024 -0.053 -0.064
H 0.22208 -3.01646 0.37054 0.091 0.012 0.091